Entry 1:
Here is 2 unconnected molecules or ions with the total composition C9H13NO3P in a non-equilibrium geometry from OMol25. Energies are from ωB97M-V with the def2-TZVPD basis set.

Atoms and positions in Å:
C 2.775 1.919 0.466
C 2.317 0.859 1.234
C 2.256 2.086 -0.808
C 1.259 0.046 0.938
C 1.151 1.320 -1.068
C 0.665 0.265 -0.300
C -0.078 -2.583 -0.717
C -2.227 -1.887 0.383
C -0.663 -0.266 -0.552
N -0.918 -1.513 -0.090
O -1.194 2.436 -0.554
O -3.276 1.037 -0.226
O -1.517 1.171 1.622
P -1.834 1.208 -0.084
H 3.631 2.511 0.767
H 2.821 0.736 2.261
H 2.522 2.801 -1.598
H 1.065 -0.779 1.630
H 0.468 1.335 -2.049
H -0.554 -2.785 -1.686
H 1.018 -2.408 -0.665
H -0.109 -3.440 -0.114
H -2.879 -1.229 -0.045
H -2.557 -2.901 0.069
H -2.382 -1.761 1.566
H -0.881 -0.065 -2.010
H -0.880 1.890 1.631

Values from the calculation:
- Frontier orbital gap: 0.29370 Ha
- Multiplicity: 1
- Energy relative to the best compared isomer or geometry (same formula, charge and spin): 1.339 eV
- HOMO energy: -4.568 eV
- Total charge: -1


Entry 2:
Here is a gas-phase ion, C9H13NOP (charge +1) in a non-equilibrium geometry from OMol25. Energies are from ωB97M-V with the def2-TZVPD basis set.

Atoms and positions in Å:
C -3.773 1.393 -0.283
P -3.331 -0.132 0.104
C -1.589 0.124 0.663
N -1.071 -1.175 1.339
C -0.726 0.117 -0.751
O -1.189 -1.171 -1.171
C 0.797 0.147 -0.478
C 1.430 1.343 -0.141
C 2.809 1.272 0.193
C 3.484 0.051 0.236
C 2.855 -1.139 -0.123
C 1.531 -1.001 -0.458
H -4.615 1.385 -0.962
H -3.616 2.409 0.086
H -1.312 0.953 1.262
H -1.272 -1.464 2.281
H -1.409 -1.889 0.678
H -0.065 -1.094 1.143
H -0.940 0.970 -1.283
H -1.033 -1.418 -2.054
H 0.916 2.330 -0.313
H 3.345 2.184 0.202
H 4.484 -0.028 0.639
H 3.262 -2.208 -0.151
H 1.029 -1.959 -0.657

Values from the calculation:
- Frontier orbital gap: 0.34339 Ha
- Multiplicity: 1
- Energy relative to the best compared isomer or geometry (same formula, charge and spin): 2.315 eV
- Structure (SMILES): C=P[C@@H]([NH3+])[C@H](O)c1ccccc1
- HOMO energy: -12.946 eV
- Total charge: +1


Entry 3:
Here is C9H13NS in the gas phase in a non-equilibrium geometry from OMol25. Energies are from ωB97M-V with the def2-TZVPD basis set.

Atoms and positions in Å:
C -3.385 1.360 0.369
C -2.199 -1.775 -0.943
C -3.783 0.264 -0.576
C 2.441 0.289 -0.324
C 1.207 0.703 -0.112
C -2.916 -0.704 -0.828
C -0.999 0.416 0.951
C 3.210 0.801 -1.455
C 0.774 -0.891 1.827
N 0.315 0.178 0.884
S -1.640 1.738 0.117
H -4.054 2.217 0.130
H -3.514 1.379 1.503
H -1.322 -1.794 -1.694
H -2.357 -2.628 -0.373
H -4.717 0.225 -1.171
H 2.940 -0.506 0.068
H 0.866 1.562 -0.593
H 3.607 -0.061 -1.986
H 2.516 1.412 -2.078
H 4.081 1.329 -1.111
H 1.025 -1.755 1.218
H 1.619 -0.545 2.398
H -0.031 -0.872 2.575

Values from the calculation:
- Frontier orbital gap: 0.31188 Ha
- Multiplicity: 1
- Energy relative to the best compared isomer or geometry (same formula, charge and spin): 4.821 eV
- HOMO energy: -7.584 eV
- Total charge: 0


Entry 4:
Here is C9H13NS2 in the gas phase in a non-equilibrium geometry from OMol25. Energies are from ωB97M-V with the def2-TZVPD basis set.

Atoms and positions in Å:
C -1.180 -3.231 0.069
C -1.220 -1.974 -0.346
S -1.969 -1.564 -1.909
C -2.768 0.020 -1.461
C -0.484 -0.863 0.281
C -0.537 -0.368 1.559
C 0.424 0.636 1.675
C 0.917 0.893 0.424
S 2.177 2.044 0.031
C 2.754 3.010 1.485
N 0.388 -0.034 -0.457
C 1.037 -0.501 -1.657
H -1.801 -3.889 -0.375
H -0.438 -3.339 0.889
H -3.294 0.289 -2.361
H -1.904 0.828 -1.470
H -3.320 0.072 -0.568
H -1.247 -0.840 2.255
H 0.509 1.064 2.651
H 3.477 3.579 1.038
H 3.264 2.286 2.244
H 1.809 3.502 1.960
H 0.505 0.062 -2.408
H 1.990 -0.193 -1.746
H 0.910 -1.488 -1.804

Values from the calculation:
- Frontier orbital gap: 0.29693 Ha
- Multiplicity: 1
- Energy relative to the best compared isomer or geometry (same formula, charge and spin): 0.212 eV
- Structure (SMILES): C=C(SC)c1ccc(SC)n1C
- HOMO energy: -7.330 eV
- Total charge: 0


Entry 5:
Here is a molecular structure, C9H13NiO4P in a non-equilibrium geometry from OMol25. Energies are from ωB97M-V with the def2-TZVPD basis set.

Atoms and positions in Å:
Ni 0.671 0.335 0.276
O 1.810 -0.611 -2.286
C 1.533 -0.305 -1.199
C -0.584 1.074 1.590
O -1.132 1.647 2.422
C 0.382 1.505 -1.066
O 0.098 2.170 -1.962
C 1.042 -1.230 1.370
O 1.499 -2.154 1.886
C 4.193 2.318 0.806
H 4.814 1.415 0.967
H 4.252 2.785 -0.202
C 3.466 2.857 1.781
H 2.889 3.797 1.629
H 3.444 2.427 2.804
C -2.540 -1.594 0.892
P -1.461 -0.941 -0.443
C -1.202 -2.473 -1.423
C -2.667 -0.010 -1.468
H -2.018 -2.354 1.481
H -3.433 -2.066 0.439
H -2.880 -0.792 1.561
H -2.153 -2.967 -1.668
H -0.682 -2.243 -2.358
H -0.592 -3.158 -0.819
H -3.573 -0.601 -1.662
H -2.947 0.899 -0.914
H -2.228 0.272 -2.433

Values from the calculation:
- Frontier orbital gap (spin up / spin down): 0.26669 / 0.19229 Ha
- Multiplicity: 3
- HOMO energy (spin up / spin down): -16.293 / -16.117 eV
- Total charge: +2


Entry 6:
Here is 2 unconnected molecules or ions with the total composition C9H14 in a non-equilibrium geometry from OMol25. Energies are from ωB97M-V with the def2-TZVPD basis set.

Atoms and positions in Å:
C -0.239 2.392 0.921
C 1.770 -1.490 1.336
C 2.401 -0.324 1.331
C 0.403 -1.382 1.161
C 1.748 0.955 1.192
C -0.313 -0.198 0.984
C 0.395 0.997 0.944
H 2.240 -2.401 1.463
H 3.478 -0.236 1.579
H -0.226 -2.284 1.197
H 2.342 1.869 0.931
H -1.440 -0.275 1.024
H -1.225 2.469 1.281
H -0.390 2.520 -0.109
H 0.583 3.076 1.151
C -0.944 -1.282 -2.001
C -1.963 -0.078 -2.071
H 0.005 -1.091 -1.588
H -1.114 -2.180 -1.361
H -1.048 -1.763 -3.003
H -1.452 0.831 -1.556
H -2.124 0.256 -3.195
H -2.885 -0.381 -1.612

Values from the calculation:
- Frontier orbital gap (spin up / spin down): 0.10619 / 0.26619 Ha
- Multiplicity: 2
- Energy relative to the best compared isomer or geometry (same formula, charge and spin): 1.780 eV
- HOMO energy (spin up / spin down): 1.068 / -3.393 eV
- Total charge: -1


Entry 7:
Here is 2 unconnected molecules or ions with the total composition C9H14 in a non-equilibrium geometry from OMol25. Energies are from ωB97M-V with the def2-TZVPD basis set.

Atoms and positions in Å:
C 3.232 0.919 0.285
C -0.686 0.500 -1.497
C -0.486 1.453 -0.485
C 0.381 -0.182 -2.068
C 0.860 1.504 0.034
C 1.709 -0.069 -1.584
C 1.875 0.687 -0.357
H -1.717 0.199 -1.685
H -1.135 2.238 -0.118
H 0.256 -0.949 -2.828
H 0.925 2.124 0.937
H 2.577 -0.605 -1.935
H 3.603 1.879 -0.103
H 3.921 0.088 0.126
H 3.235 1.091 1.363
C -2.505 -0.958 1.864
C -2.203 -1.765 0.581
H -1.560 -0.528 2.229
H -3.143 -0.113 1.644
H -2.772 -1.622 2.683
H -1.881 -2.775 0.844
H -3.130 -1.803 0.007
H -1.357 -1.311 0.065

Values from the calculation:
- Frontier orbital gap (spin up / spin down): 0.11386 / 0.26790 Ha
- Multiplicity: 2
- Energy relative to the best compared isomer or geometry (same formula, charge and spin): 0.700 eV
- HOMO energy (spin up / spin down): 0.832 / -3.415 eV
- Total charge: -1


Entry 8:
Here is 2 unconnected molecules or ions with the total composition C9H14 in a non-equilibrium geometry from OMol25. Energies are from ωB97M-V with the def2-TZVPD basis set.

Atoms and positions in Å:
C 0.299 -0.828 2.089
C 0.484 1.608 1.705
C 0.045 0.404 1.299
C 0.306 2.912 1.093
C -0.729 0.513 0.134
C -0.485 2.897 -0.010
C -1.098 1.735 -0.530
H 1.035 1.657 2.785
H 0.584 3.765 1.648
H -0.463 -1.018 2.661
H 1.206 -0.739 2.675
H -1.266 -0.452 -0.313
H -0.721 3.748 -0.531
H -1.665 2.012 -1.455
H 0.305 -1.640 1.336
C -0.440 -2.049 -1.991
C 1.024 -2.058 -1.793
H -0.760 -2.992 -2.463
H -1.035 -2.071 -1.013
H -0.843 -1.155 -2.531
H 1.637 -1.505 -2.479
H 1.308 -3.105 -1.582
H 1.272 -1.641 -0.734

Values from the calculation:
- Frontier orbital gap (spin up / spin down): 0.10610 / 0.26209 Ha
- Multiplicity: 2
- Energy relative to the best compared isomer or geometry (same formula, charge and spin): 2.084 eV
- HOMO energy (spin up / spin down): 1.011 / -3.308 eV
- Total charge: -1


One value per record, in order, for DFT total energy: -972.6287; -821.7606; -803.4823; -1201.7691; -2500.6233; -351.2139; -351.2536; -351.2027 Ha.